The following is a quantum chemistry calculation of a cluster of 2 separate species, C4H10ClO2P in total, from the OMol25 dataset.

E_LUMO (alpha / beta) ... -1.234 / -4.118 eV
Relative energy (zero: lowest compared OMol25 entry of this formula, charge and spin) ... 88.2 kcal per mole
HOMO (alpha / beta) ... -10.57 / -8.17 eV
HOMO-LUMO gap (alpha / beta) ... 0.3430 / 0.1489 hartree

Each line ends with the Löwdin charge.
Element x y z (Å)
C (0.68, 0.63, 1.56)  -0.12
C (-0.43, -1.73, 1.23)  -0.14
C (-0.50, 1.79, -2.53)  -0.13
C (-0.34, -0.26, 0.92)  -0.46
O (-1.01, -0.96, -1.77)  -0.35
O (-0.02, 1.30, -1.30)  -0.36
P (0.01, -0.29, -0.95)  0.79
Cl (3.09, -2.68, 1.80)  0.04
H (1.52, 0.12, 1.88)  0.02
H (1.18, 1.41, 0.82)  0.12
H (0.32, 1.27, 2.33)  0.07
H (0.56, -2.34, 1.13)  0.04
H (-1.01, -2.23, 0.38)  0.09
H (-0.70, -1.97, 2.21)  0.05
H (0.12, 2.58, -3.04)  0.11
H (-1.46, 2.17, -2.25)  0.08
H (-0.70, 0.98, -3.16)  0.05
H (-1.32, 0.20, 0.74)  0.12

---

The following is a quantum chemistry calculation of a structure of composition C19H35NO2P2Tc, from the OMol25 dataset.

E_LUMO (alpha / beta) ... -8.098 / -10.135 eV
Expectation value of S² ... 3.80
Spin multiplicity ... 4
HOMO (alpha / beta) ... -14.93 / -14.93 eV
HOMO-LUMO gap (alpha / beta) ... 0.2510 / 0.1762 hartree
Charge ... +2

Each line ends with the Löwdin charge.
Element x y z (Å)
P (-2.14, 0.32, -1.42)  0.72
P (1.31, -0.43, -1.76)  0.92
C (-0.67, 1.29, -2.11)  -0.42
C (0.15, 0.32, -2.91)  -0.51
H (-0.16, 1.76, -1.25)  0.06
H (-1.02, 2.09, -2.77)  0.09
H (-0.43, -0.45, -3.42)  0.06
H (0.59, 0.95, -3.69)  0.09
C (2.61, 0.18, -3.12)  -0.23
H (3.64, -0.17, -2.95)  0.04
H (2.65, 1.28, -3.15)  0.04
H (2.29, -0.14, -4.13)  0.06
C (1.20, -2.17, -2.19)  -0.30
H (2.00, -2.43, -2.88)  0.06
H (0.21, -2.38, -2.60)  0.03
H (1.35, -2.68, -1.23)  0.03
C (-2.98, 2.04, -1.49)  -0.21
H (-4.05, 1.99, -1.26)  0.06
H (-2.87, 2.40, -2.53)  0.05
H (-2.50, 2.75, -0.81)  0.05
C (-2.95, -0.15, -3.06)  -0.21
H (-2.50, -1.04, -3.53)  0.05
H (-2.86, 0.76, -3.69)  0.07
H (-4.00, -0.34, -2.80)  0.06
Tc (-1.73, -1.61, -0.73)  1.13
C (2.86, 1.34, 0.59)  0.01
C (3.25, 2.60, 0.64)  0.03
C (3.16, 3.62, 1.69)  -0.11
C (2.10, 3.32, 2.80)  -0.17
C (0.71, 3.43, 2.27)  -0.08
C (0.12, 2.37, 1.66)  -0.08
C (0.67, 1.00, 1.84)  -0.21
C (2.09, 0.53, 1.59)  -0.18
C (-3.74, -1.93, 0.08)  -0.18
H (3.43, 0.65, -0.06)  0.13
H (3.85, 3.03, -0.17)  0.15
H (2.83, 4.53, 1.14)  0.16
H (4.16, 3.87, 2.15)  0.17
H (2.22, 2.36, 3.30)  0.11
H (2.20, 4.08, 3.58)  0.13
H (0.37, 4.46, 2.04)  0.13
H (-0.76, 2.46, 1.06)  0.08
H (0.01, 0.28, 1.33)  0.08
H (0.59, 0.79, 2.91)  0.12
H (2.69, 0.46, 2.52)  0.17
H (2.07, -0.50, 1.18)  0.10
H (-4.06, -2.96, 0.34)  0.03
H (-4.58, -1.58, -0.51)  0.00
H (-4.03, -1.41, 1.04)  0.04
O (-1.96, -4.08, 0.08)  -0.03
C (-1.39, -3.79, 1.13)  -0.49
C (-1.16, -4.67, 2.40)  -0.06
C (-0.22, -3.76, 3.17)  -0.10
C (-0.65, -2.38, 2.70)  -0.44
O (-0.72, -1.37, 3.39)  0.09
N (-0.96, -2.48, 1.29)  0.04
H (-2.09, -4.84, 3.01)  0.15
H (-0.77, -5.69, 2.18)  0.14
H (-0.23, -3.88, 4.26)  0.14
H (0.81, -3.98, 2.85)  0.13

---

The following is a quantum chemistry calculation of an isolated molecule of C6H9N, from the OMol25 dataset.

E_LUMO ... 1.085 eV
SMILES string ... CCc1cc[nH]c1
Relative energy (zero: lowest compared OMol25 entry of this formula, charge and spin) ... 19.4 kcal per mole
HOMO ... -8.14 eV
HOMO-LUMO gap ... 0.3392 hartree

Each line ends with the Löwdin charge.
Element x y z (Å)
C (0.02, -2.11, 0.80)  -0.12
C (1.00, -1.08, 0.19)  -0.21
C (0.28, 0.15, -0.27)  -0.26
C (0.79, 1.44, -0.08)  -0.08
C (-0.18, 2.39, -0.34)  -0.13
N (-1.33, 1.68, -0.55)  -0.01
C (-1.06, 0.34, -0.63)  -0.08
H (0.50, -2.89, 1.40)  0.07
H (-0.64, -1.57, 1.48)  0.07
H (-0.56, -2.64, 0.04)  0.07
H (1.77, -0.83, 0.90)  0.10
H (1.50, -1.63, -0.62)  0.11
H (1.85, 1.67, -0.01)  0.10
H (0.01, 3.35, -0.79)  0.11
H (-2.13, 2.11, -0.98)  0.14
H (-1.85, -0.40, -0.54)  0.11

---

The following is a quantum chemistry calculation of a cluster of 2 separate species, C4H11N3O4P in total, from the OMol25 dataset.

E_LUMO ... 2.677 eV
HOMO ... -3.93 eV
HOMO-LUMO gap ... 0.2429 hartree
Charge ... -1

Each line ends with the Löwdin charge.
Element x y z (Å)
C (-2.72, -0.24, 2.33)  -0.28
P (-1.44, 0.25, 1.10)  0.84
O (-1.52, -0.96, -0.06)  -0.34
N (0.03, -0.11, 1.94)  -0.24
C (1.10, 0.94, 1.74)  -0.22
C (0.51, 2.37, 1.77)  -0.85
O (0.71, 3.11, 0.78)  -0.10
O (-0.11, 2.62, 2.81)  -0.08
H (-2.98, 0.69, 2.81)  0.02
H (-3.58, -0.65, 1.83)  0.01
H (-2.34, -0.92, 3.10)  0.02
H (-1.33, -0.48, -0.87)  -0.03
H (0.38, -0.95, 1.49)  0.04
H (1.79, 0.80, 2.56)  0.09
H (1.59, 0.74, 0.78)  0.08
C (0.76, -0.70, -2.99)  -0.68
O (-0.36, -0.22, -2.91)  0.03
N (1.85, 0.05, -3.35)  0.15
N (1.02, -2.02, -2.72)  0.15
H (2.78, -0.32, -3.41)  0.09
H (1.69, 1.02, -3.53)  0.11
H (0.24, -2.59, -2.44)  0.10
H (1.93, -2.43, -2.77)  0.08

---

The following is a quantum chemistry calculation of an isolated molecule of C7H10, from the OMol25 dataset.

E_LUMO ... 0.327 eV
SMILES string ... C=CC(=C)/C=C/C
Relative energy (zero: lowest compared OMol25 entry of this formula, charge and spin) ... 67.9 kcal per mole
HOMO ... -8.01 eV
HOMO-LUMO gap ... 0.3063 hartree

Each line ends with the Löwdin charge.
Element x y z (Å)
C (-1.99, 1.88, 1.49)  0.02
C (-1.23, 0.83, 1.15)  -0.16
C (-0.52, 0.62, -0.10)  -0.32
C (-0.26, 1.61, -0.97)  0.06
C (-0.06, -0.78, -0.36)  -0.09
C (1.01, -1.23, -1.02)  -0.16
C (2.04, -2.15, -0.44)  -0.10
H (-2.41, 1.89, 2.49)  0.05
H (-2.24, 2.67, 0.80)  0.06
H (-1.18, 0.06, 1.92)  0.10
H (-0.56, 2.61, -0.69)  0.05
H (-0.05, 1.41, -2.01)  0.07
H (-0.58, -1.45, 0.34)  0.10
H (1.25, -0.87, -2.02)  0.10
H (1.53, -2.76, 0.33)  0.08
H (2.56, -2.78, -1.15)  0.07
H (2.68, -1.57, 0.23)  0.08

---

The following is a quantum chemistry calculation of a structure of composition C17H19BN6O3Sr, from the OMol25 dataset.

E_LUMO ... -0.026 eV
HOMO ... -7.85 eV
HOMO-LUMO gap ... 0.2874 hartree

Each line ends with the Löwdin charge.
Element x y z (Å)
H (3.28, 0.34, 0.57)  0.11
N (2.12, -1.18, -0.37)  -0.07
B (1.40, -3.40, -1.48)  -0.50
N (2.46, -2.43, -0.87)  -0.04
C (3.79, -2.61, -0.77)  -0.08
Sr (-0.26, -0.09, -0.51)  1.53
H (4.22, -3.53, -1.14)  0.12
C (4.35, -1.49, -0.17)  -0.07
H (5.39, -1.33, 0.05)  0.09
C (3.27, -0.62, 0.08)  -0.14
H (1.91, -4.46, -1.71)  0.12
C (-2.73, 1.81, -1.20)  -0.06
H (-3.18, 2.74, -0.85)  0.05
H (-3.05, 1.01, -0.52)  0.02
H (-3.06, 1.60, -2.23)  0.03
N (0.88, -2.75, -2.79)  -0.05
N (0.19, -3.61, -0.52)  -0.04
N (0.26, -1.51, -2.80)  -0.04
N (-0.45, -2.54, 0.10)  -0.10
C (0.97, -3.25, -4.04)  -0.08
C (-0.41, -4.76, -0.17)  -0.07
H (1.43, -4.21, -4.20)  0.12
H (-0.06, -5.69, -0.58)  0.12
C (0.42, -2.32, -4.92)  -0.07
C (-1.44, -4.47, 0.74)  -0.06
C (-0.01, -1.25, -4.10)  -0.15
C (-1.41, -3.07, 0.89)  -0.14
H (0.34, -2.42, -5.98)  0.09
H (-2.10, -5.17, 1.21)  0.09
H (-0.50, -0.33, -4.42)  0.10
H (-2.03, -2.45, 1.53)  0.11
H (-1.64, 1.96, -1.19)  -0.02
O (1.09, 4.01, 1.76)  0.03
C (0.01, 4.29, 2.49)  -0.27
C (-0.02, 5.49, 3.24)  -0.02
C (-1.14, 5.82, 3.98)  -0.09
C (-2.26, 4.98, 3.95)  -0.10
C (-2.23, 3.79, 3.20)  -0.03
C (-1.11, 3.40, 2.48)  -0.08
C (-1.04, 2.11, 1.72)  -0.56
O (-1.96, 1.26, 1.78)  -0.04
O (0.02, 1.95, 0.95)  -0.23
H (0.84, 3.11, 1.31)  0.05
H (0.86, 6.14, 3.23)  0.11
H (-1.16, 6.74, 4.57)  0.10
H (-3.15, 5.25, 4.52)  0.09
H (-3.11, 3.14, 3.17)  0.11

---

Number 1: DFT total energy -30213.615 eV, molecular weight 156.549 Da. Number 2: DFT total energy -46607.792 eV, molecular weight 469.442 Da. Number 3: DFT total energy -7857.320 eV, molecular weight 95.145 Da. Number 4: DFT total energy -26278.432 eV, molecular weight 196.123 Da. Number 5: DFT total energy -7418.092 eV, molecular weight 94.157 Da. Number 6: DFT total energy -34537.845 eV, molecular weight 453.810 Da.